# 1
Here is a 9-piece molecular cluster, C31H55NO24 overall in a non-equilibrium geometry from OMol25. Energies are from ωB97M-V/def2-TZVPD.

E_tot: -3074.4429 hartree
Charge: 0
Structure (SMILES): C[C@H]1COC(=O)O1.C[C@H]1COC(=O)O1.C[C@H]1COC(=O)O1.COC(=O)OC.COC(=O)OC.COC(=O)OC.COC(=O)OC.COC(=O)OC.CCCC#N
HOMO: -9.54 eV
Gap between HOMO and LUMO: 9.671 eV

Positions of all 111 atoms, in Å:
H1 19.750 -8.226 -0.415
H2 13.838 -1.727 -2.167
O1 18.975 -6.245 -1.948
H3 20.226 4.176 -8.269
H4 20.575 2.596 -7.584
H5 17.014 1.909 -2.367
H6 22.130 -1.295 -1.286
H7 13.911 -5.325 -2.366
H8 18.068 -4.239 -4.630
C1 13.889 -0.913 -2.876
O2 22.455 2.639 -0.040
H9 21.304 2.546 -2.486
H10 22.908 4.686 0.462
H11 21.686 3.978 1.376
H12 17.251 2.465 0.246
C2 17.434 -3.450 -5.016
H13 19.349 -3.255 -9.043
C3 15.097 0.302 -1.022
C4 18.584 -0.641 -8.339
O3 16.005 -3.822 -5.108
H14 18.296 4.524 -1.810
N1 14.348 3.247 -3.011
C5 22.187 1.462 0.362
O4 14.160 -4.245 -4.037
H15 17.666 -3.323 -6.107
O5 17.493 -0.097 -5.084
O6 21.097 -7.016 -1.469
O7 16.378 0.045 -0.593
H16 17.845 0.004 -7.921
O8 19.788 0.329 -11.357
O9 21.892 1.140 1.755
C6 20.254 -3.725 -2.467
C7 17.956 -1.674 -9.311
C8 16.832 2.988 -2.461
H17 17.640 4.130 0.827
C9 18.613 0.169 -4.750
H18 21.686 -0.244 -4.667
O10 19.535 5.023 -4.650
O11 21.490 4.341 -5.870
H19 18.832 3.239 0.064
H20 12.969 -0.333 -2.786
H21 14.726 1.279 -0.754
H22 19.983 6.148 -2.821
H23 23.422 3.446 1.569
C10 20.776 -0.104 -4.130
C11 22.594 3.756 0.893
C12 19.200 -0.212 -10.422
O12 19.240 3.770 -6.548
C13 13.319 -4.647 -2.971
O13 20.890 -4.936 -2.082
C14 17.022 -0.729 -1.492
O14 15.279 -0.627 -7.311
H24 14.316 -3.088 -7.284
H25 20.811 1.887 -4.819
O15 18.416 -1.325 -10.553
H26 16.920 -1.481 -9.341
C15 15.454 3.117 -2.767
H27 19.248 -3.597 -2.055
H28 20.255 -8.835 -2.089
H29 17.771 -3.827 -9.872
H30 21.426 5.557 -3.679
H31 15.239 0.711 -3.315
H32 17.377 3.175 -3.415
C16 17.747 3.442 -0.054
H33 16.687 4.822 -1.384
H34 12.785 -3.958 -2.314
H35 17.643 -2.480 -4.636
H36 14.307 2.518 -5.787
C17 14.143 -0.519 -6.547
O16 13.256 -1.495 -6.610
O17 18.914 1.325 -4.298
C18 21.754 -0.774 -0.375
H37 17.751 -3.630 -8.172
H38 13.958 -1.457 -3.789
C19 20.320 2.070 -2.696
C20 15.398 -3.987 -3.946
H39 12.517 -2.985 -7.704
C21 15.066 -0.072 -2.528
H40 19.936 1.581 -1.851
C22 20.303 -6.068 -1.952
C23 14.724 1.602 -6.067
H41 20.280 -3.332 -3.508
H42 19.006 -1.260 -7.555
H43 20.738 -0.978 -0.482
H44 14.459 -0.333 -0.380
H45 12.549 -5.352 -3.464
C24 19.768 3.305 -7.758
C25 18.235 -3.152 -9.052
C26 13.440 -2.495 -7.621
C27 20.265 1.389 -3.998
H46 21.395 -8.832 -0.651
C28 20.120 4.484 -5.738
O18 22.061 0.601 -0.713
O19 16.268 -0.924 -2.579
C29 17.391 3.982 -1.422
O20 19.259 0.250 -9.230
H47 22.142 -1.151 0.600
O21 16.103 -4.055 -2.712
H48 19.816 3.032 -2.770
C30 20.584 -8.303 -1.185
O22 18.147 -1.237 -1.329
H49 15.801 1.522 -5.844
H50 19.038 2.831 -8.252
H51 20.758 -2.939 -1.934
O23 19.679 -0.593 -4.802
H52 20.544 6.827 -4.329
H53 14.795 1.839 -7.136
C31 20.379 5.889 -3.796
H54 20.729 -0.507 -3.079
O24 13.885 0.479 -5.755
H55 13.648 -1.962 -8.505

Mulliken atomic charge list, values in e, 99 entries:
1 H 0.2811
2 H 0.5523
3 O -0.6082
4 H 0.3677
5 H 0.3236
6 H -0.9161
7 H 0.2825
8 H 0.3408
9 H 0.4274
10 C -1.9863
11 O -0.2057
12 H 0.5572
13 H 0.2799
14 H 0.3158
15 H 0.1499
16 C 0.6196
17 H 0.3340
18 C -0.5374
19 C 0.6462
20 O -0.2910
21 H -0.3315
22 N -0.6307
23 C 0.6550
24 O -0.2664
25 H -0.6525
26 O 0.3709
27 O -0.3490
28 O -0.3600
29 H -0.3014
30 O -0.6346
31 O -0.6285
32 C -0.4561
33 C 0.7135
34 C 2.8388
35 H 0.3702
36 C -0.6888
37 H 0.3941
38 O -0.2208
39 O -0.6317
40 H 0.0095
41 H 0.3674
42 H 0.4024
43 H 0.3129
44 H 0.3109
45 C 0.2839
46 C -0.7135
47 C 0.4591
48 O -0.1725
49 C -0.7502
50 O -0.3508
51 C 0.1075
52 O -0.4002
53 H 0.1648
54 H 0.0449
55 O -0.3713
56 H 0.1935
57 C -0.1976
58 H 0.5187
59 H 0.2779
60 H 0.3143
61 H 0.3538
62 H -0.9818
63 H -0.8088
64 C -0.8139
65 H 0.5964
66 H 0.2742
67 H -0.3152
68 H 0.4464
69 C 0.7739
70 O -0.3573
71 O 0.1703
72 C -0.7295
73 H 0.1992
74 H 0.0423
75 C -1.0431
76 C 0.9580
77 H 0.2200
78 C 2.2309
79 H 0.5033
80 C 0.7614
81 C -0.7721
82 H 0.1800
83 H -0.0559
84 H 0.2929
85 H 0.3677
86 H 0.2719
87 C -0.7795
88 C -1.2156
89 C -0.5895
90 C 0.4081
91 H 0.2233
92 C 0.6785
93 O -0.1781
94 O 0.4033
95 C -0.1369
96 O -0.3040
97 H 0.3927
98 O -0.6420
99 H -0.5276

---

# 2
Here is a 9-piece molecular cluster, C31H55NO24 overall in a non-equilibrium geometry from OMol25. Energies are from ωB97M-V/def2-TZVPD.

E_tot: -3074.5044 hartree
Charge: 0
Structure (SMILES): C[C@H]1COC(=O)O1.C[C@H]1COC(=O)O1.C[C@H]1COC(=O)O1.COC(=O)OC.COC(=O)OC.COC(=O)OC.COC(=O)OC.COC(=O)OC.CCCC#N
HOMO: -9.78 eV
Gap between HOMO and LUMO: 9.891 eV

Positions of all 111 atoms, in Å:
H1 -3.581 -1.419 2.444
C1 2.216 3.322 3.939
C2 0.013 6.842 3.604
C3 0.134 -4.315 -1.152
H2 -2.264 7.470 -1.226
C4 3.409 -3.452 2.808
O1 -1.022 -4.437 -1.837
C5 -1.435 6.924 -0.802
C6 2.273 -0.666 -1.765
O2 -0.164 -2.477 4.072
H3 0.595 -2.629 -4.282
O3 -0.837 -0.092 -4.568
H4 2.181 -2.130 -4.854
O4 0.764 -5.278 -0.788
H5 -1.039 3.572 2.428
H6 -3.600 -2.485 1.039
H7 3.559 -3.682 -0.655
H8 -0.578 -1.447 -1.408
O5 0.254 -3.134 -0.693
H9 0.558 5.917 3.460
H10 -1.813 -2.840 5.882
C7 3.853 -3.979 0.390
C8 -0.472 6.749 1.313
H11 -2.641 0.557 -5.218
H12 2.602 -3.827 3.440
C9 0.741 3.850 -1.098
O6 -2.007 -1.126 4.623
C10 -3.010 2.997 0.058
C11 2.944 -3.233 1.350
H13 0.026 -0.295 0.838
H14 -0.496 3.288 4.039
O7 3.068 -3.494 -2.947
C12 2.532 -4.514 -3.733
C13 -2.102 -1.753 5.877
O8 1.676 2.804 -1.006
H15 -0.101 -1.988 1.542
C14 -3.047 -3.314 -1.719
C15 3.543 -1.281 2.195
H16 0.904 1.245 3.229
O9 -0.209 1.958 -4.452
H17 -1.522 -1.186 6.601
C16 -0.860 -2.384 -0.969
H18 -0.716 6.847 -1.602
H19 -3.815 0.438 -3.007
C17 -0.664 2.804 3.132
H20 -3.263 -4.016 -0.920
O10 -2.551 1.621 0.057
O11 2.447 0.699 -1.346
C18 -2.858 -0.044 -3.173
C19 -1.540 1.989 -4.005
H21 -1.636 2.392 -3.052
C20 0.096 -0.957 1.775
O12 -0.866 -0.621 2.751
H22 1.035 -2.816 -6.033
O13 1.378 0.427 -4.718
O14 1.735 -4.219 -4.725
H23 -2.084 2.635 -4.713
H24 3.731 -5.067 0.439
O15 0.013 1.048 -1.369
C21 -3.792 -1.438 1.390
H25 -3.541 -2.408 -1.531
C22 1.375 -2.861 -5.034
C23 -1.591 -3.192 -2.042
H26 2.572 2.526 2.010
O16 3.808 -2.145 3.159
H27 0.462 7.470 4.338
N1 2.569 3.589 5.000
H28 -0.947 6.657 4.141
H29 3.239 -1.061 -1.996
H30 -4.058 3.145 0.340
H31 1.150 4.819 -0.802
H32 1.018 -1.026 2.314
O17 -3.811 1.314 2.114
H33 4.362 -5.449 -2.071
O18 2.764 -5.713 -3.406
H34 0.492 1.682 1.654
H35 -3.169 -1.592 6.274
H36 4.207 -4.205 2.942
H37 1.826 -3.439 1.186
H38 3.053 -6.247 -1.396
H39 -1.383 -2.837 -3.065
O19 3.174 -1.888 1.081
O20 -0.858 7.478 0.343
C24 1.398 1.519 -1.275
H40 -2.542 3.559 0.858
H41 -4.878 -1.195 1.256
H42 -0.157 3.599 -0.558
C25 1.768 3.030 2.597
C26 -3.086 0.799 0.993
H43 0.463 3.740 -2.155
C27 0.198 0.723 -4.587
C28 -1.000 -1.422 3.804
C29 0.630 2.087 2.577
C30 -2.047 0.565 -4.261
H44 -2.872 3.487 -0.926
H45 -3.049 -1.042 -3.479
O21 3.580 -0.110 2.423
H46 1.447 3.944 2.046
H47 -3.555 -3.650 -2.587
O22 -0.397 5.336 1.308
H48 4.896 -3.642 0.605
H49 -1.473 2.112 3.365
C31 3.598 -6.144 -2.328
H50 -1.873 5.925 -0.695
O23 -0.233 7.471 2.403
H51 1.725 -0.733 -2.642
H52 -2.334 -0.038 -2.185
O24 -2.908 -0.474 0.775
H53 -1.484 -2.207 -0.059
H54 1.673 -1.177 -1.038
H55 4.059 -7.032 -2.660

Mulliken atomic charge list, values in e, 99 entries:
1 H 0.2756
2 C -0.1226
3 C -0.4755
4 C 0.2128
5 H 0.3659
6 C -0.4172
7 O -0.4482
8 C -0.4566
9 C 0.7425
10 O -0.6485
11 H -0.0839
12 O -0.2800
13 H 0.3386
14 O -0.6408
15 H -0.2863
16 H 0.1897
17 H 0.0556
18 H -0.2818
19 O 0.4655
20 H 0.1516
21 H 0.3094
22 C -1.2149
23 C 0.7061
24 H 0.3622
25 H 0.2352
26 C -0.5276
27 O -0.1900
28 C -0.7159
29 C 1.2587
30 H -0.5989
31 H 0.6075
32 O -0.6472
33 C 0.8958
34 C -0.7629
35 O -0.4162
36 H 0.7997
37 C -2.1700
38 C 0.4663
39 H 0.2269
40 O -0.3786
41 H 0.3081
42 C 0.8407
43 H 0.3098
44 H 0.4556
45 C -0.9056
46 H 0.4723
47 O 0.2773
48 O -0.4519
49 C -1.0004
50 C -0.2278
51 H -0.1250
52 C -1.5800
53 O 0.5041
54 H 0.3734
55 O -0.5892
56 O -0.3980
57 H 0.4799
58 H 0.3844
59 O 0.3751
60 C -0.8183
61 H 0.3226
62 C -0.3590
63 C 1.2111
64 H 0.3474
65 O -0.3586
66 H 0.2896
67 N -0.5854
68 H 0.2571
69 H 0.3726
70 H 0.4469
71 H 0.1629
72 H 1.3027
73 O -0.7059
74 H 0.3784
75 O -0.3403
76 H -1.4104
77 H 0.2390
78 H 0.2979
79 H -0.3671
80 H 0.2037
81 H 0.0326
82 O -0.0401
83 O -0.3529
84 C 0.0581
85 H 0.0435
86 H 0.3439
87 H 0.0850
88 C 0.1789
89 C 0.1850
90 H 0.4365
91 C 0.6537
92 C 0.2591
93 C 1.7443
94 C 0.4064
95 H 0.2030
96 H 0.4077
97 O -0.5840
98 H 0.0164
99 H 0.5437